No. 1
C32H33F10N5O5SSc | ωB97M-V/def2-TZVPD

Calculated values
Maximum force in eV Å⁻¹: 0.8
Frontier orbital gap in eV: 7.44
E_tot in eV: -110126.49173
Net charge: -1
LUMO in Ha: 0.0840
Energy relative to the best compared isomer or geometry (same formula, charge and spin) in kcal/mol: 6.2
Highest occupied orbital energy in eV: -5.2

Geometry as XYZ:
```
87
Properties=species:S:1:pos:R:3:lowdin_charge:R:1
Sc -0.15451 0.81243 0.23802 1.09
C -0.35529 3.72733 2.30570 -0.07
N -0.82429 2.34581 2.36914 -0.23
C -0.71130 1.80658 3.72832 -0.18
C 0.70777 1.69561 4.27611 -0.16
N 1.54923 0.69285 3.66264 0.07
C 1.62788 -0.61641 4.06798 -0.12
C 2.72975 -1.37576 3.63915 -0.19
F 3.66328 -0.78172 2.88985 0.10
C 2.91631 -2.69403 3.99308 -0.19
F 4.00233 -3.35234 3.58388 0.10
C 1.99932 -3.32939 4.81524 -0.15
F 2.17387 -4.60936 5.17263 0.10
C 0.91193 -2.61479 5.26768 -0.15
F 0.00752 -3.20493 6.06012 0.11
C 0.73100 -1.29191 4.89639 -0.13
F -0.38171 -0.68069 5.35723 0.08
C -2.22363 2.31436 1.93414 -0.20
C -2.80436 0.91667 2.02235 -0.23
N -1.85976 -0.01773 1.43388 -0.06
C -2.24272 -1.31208 1.34864 -0.18
C -3.30588 -1.99324 1.97829 -0.13
F -4.13530 -1.36076 2.83872 0.07
C -3.54895 -3.34279 1.78169 -0.15
F -4.57193 -3.92123 2.42694 0.10
C -2.76088 -4.11116 0.94779 -0.16
F -3.00930 -5.41995 0.76734 0.09
C -1.70527 -3.48962 0.30162 -0.15
F -0.93149 -4.18190 -0.54440 0.10
C -1.48623 -2.15351 0.51554 -0.13
F -0.47041 -1.54407 -0.15156 0.02
H -0.85480 4.34373 3.07034 0.10
H -0.56249 4.13538 1.32043 0.09
H 0.71977 3.78343 2.45878 0.07
H -1.14319 0.81044 3.73718 0.10
H -1.29999 2.43665 4.42015 0.13
H 0.63413 1.49286 5.34472 0.12
H 1.22444 2.65411 4.18793 0.11
H -2.24928 2.67321 0.89914 0.12
H -2.84039 3.00508 2.53354 0.13
H -3.76201 0.91556 1.48588 0.13
H -3.03752 0.68206 3.06423 0.10
C 3.32459 2.69462 1.38491 -0.01
C 2.45528 2.01844 0.32925 -0.56
C 3.34702 1.41465 -0.75856 -0.01
O 1.66891 1.00494 0.91623 -0.27
C 1.51905 3.06545 -0.33571 -0.58
O 1.98134 4.08122 -0.82678 0.06
O 0.26083 2.72788 -0.35140 -0.12
H 4.02310 1.96500 1.79965 0.09
H 2.71620 3.08513 2.20330 0.07
H 3.87573 3.52264 0.94054 0.09
H 3.95164 0.62161 -0.31410 0.09
H 3.99513 2.17928 -1.18848 0.09
H 2.73619 0.98309 -1.55239 0.07
H 1.78018 0.84209 2.67210 0.08
N 2.08804 -4.58998 -1.43502 0.06
C 2.04697 -3.30375 -0.97364 -0.98
N 1.79210 -2.37196 -1.90239 0.11
S 2.34400 -2.94906 0.62820 0.68
H 1.55661 -4.82130 -2.25926 0.09
H 2.09476 -5.28420 -0.70756 0.08
H 1.58175 -2.62631 -2.85238 0.11
H 1.62340 -1.41303 -1.63626 0.06
C -1.57944 0.59211 -7.98919 -0.06
C -1.36174 0.58143 -6.49885 -0.27
C -1.67445 -0.53575 -5.73915 -0.02
C -1.46830 -0.55768 -4.36114 -0.20
C -1.85010 -1.76251 -3.54073 -0.02
C -0.93570 0.57327 -3.75631 -0.06
C -0.60045 1.71261 -4.49148 -0.19
C 0.00969 2.89873 -3.79696 -0.01
C -0.82580 1.69715 -5.85975 -0.01
C -0.71893 0.58792 -2.27576 -0.60
O -1.64059 0.94043 -1.50460 0.01
O 0.41262 0.23654 -1.81373 -0.08
H -2.13288 -0.28932 -8.31285 0.07
H -0.62760 0.60569 -8.52466 0.08
H -2.13927 1.47647 -8.29810 0.08
H -2.09242 -1.41203 -6.22494 0.11
H -1.79825 -2.67362 -4.13834 0.08
H -2.87086 -1.66710 -3.16382 0.10
H -1.19720 -1.88556 -2.67482 0.06
H -0.54302 3.17177 -2.89646 0.09
H 0.05416 3.76401 -4.45752 0.08
H 1.02603 2.67757 -3.46327 0.09
H -0.57392 2.57664 -6.44429 0.12
```

***

No. 2
C32H33F2MoN3Se2 | ωB97M-V/def2-TZVPD

Calculated values
Maximum force in eV Å⁻¹: 0.7
Frontier orbital gap (spin up / spin down) in eV: 6.58 / 6.57
E_tot in eV: -176159.29445
Net charge: +2
LUMO (spin up / spin down) in Ha: -0.2813 / -0.2812
Energy relative to the best compared isomer or geometry (same formula, charge and spin) in kcal/mol: 3.7
Highest occupied orbital energy (spin up / spin down) in eV: -14.2 / -14.2

Geometry as XYZ:
```
73
Properties=species:S:1:pos:R:3:lowdin_charge:R:1
Mo -0.94136 1.38867 -0.41188 0.90
F -2.03318 0.19443 4.75278 0.12
C -1.79004 1.11703 3.82950 -0.25
C -1.63223 0.72263 2.51161 -0.04
C -1.37288 1.68789 1.54641 -0.26
C -1.29509 3.06047 1.89049 -0.11
C -1.44117 3.38798 3.24124 -0.20
F -1.34997 4.65400 3.64637 0.11
C -1.68586 2.43925 4.21618 0.12
C -1.11056 4.03898 0.80531 -0.17
C -1.16213 5.42256 0.94129 0.04
C -1.01579 6.22581 -0.17835 0.01
C -0.80326 5.65289 -1.42402 -0.01
C -0.74367 4.27980 -1.50095 -0.10
N -0.90054 3.49452 -0.42642 -0.09
H -1.71329 -0.33000 2.27091 0.11
H -1.80038 2.73381 5.24962 0.15
H -1.32350 5.86719 1.90812 0.12
H -1.06637 7.30060 -0.07260 0.13
H -0.68058 6.25260 -2.31294 0.13
H -0.56290 3.76518 -2.43808 0.12
C 1.53974 -2.37678 4.42775 -0.10
C 2.42701 -1.42563 3.63691 -0.25
C 2.47472 -1.71795 2.13585 -0.17
C 1.10995 -1.52918 1.48200 -0.15
N 1.15699 -1.77416 0.04368 0.00
C 1.34504 -0.87226 -0.92897 -0.58
Se 1.44215 1.02189 -0.70294 0.81
N 1.47761 -1.49060 -2.10876 0.00
C 1.76554 -0.85738 -3.40135 -0.13
C 3.20698 -0.37415 -3.54713 -0.18
C 4.28733 -1.45591 -3.45687 -0.23
C 4.68745 -1.84359 -2.03601 -0.09
C 1.36542 -2.85897 -1.89839 -0.15
C 1.43710 -3.94473 -2.76970 0.02
C 1.29174 -5.19321 -2.20538 -0.04
C 1.08754 -5.36831 -0.82669 -0.04
C 1.02120 -4.29961 0.03957 0.02
C 1.16543 -3.03623 -0.52939 -0.14
H 1.65392 -2.21321 5.49758 0.08
H 1.80244 -3.41688 4.22647 0.08
H 0.47884 -2.25026 4.20226 0.06
H 3.44475 -1.47059 4.02700 0.12
H 2.09794 -0.39174 3.78396 0.11
H 2.82967 -2.73618 1.96026 0.12
H 3.18652 -1.04413 1.65145 0.12
H 0.76035 -0.50593 1.63466 0.08
H 0.35633 -2.19909 1.89711 0.13
H 1.05224 -0.04147 -3.53428 0.11
H 1.53213 -1.61130 -4.15162 0.13
H 3.41341 0.40729 -2.80958 0.08
H 3.25348 0.12025 -4.52008 0.13
H 5.17529 -1.07865 -3.96575 0.12
H 3.97948 -2.33852 -4.02525 0.11
H 4.97601 -0.95905 -1.46384 0.08
H 5.54603 -2.51298 -2.04795 0.08
H 3.89841 -2.35794 -1.48886 0.05
H 1.60006 -3.82592 -3.83030 0.12
H 1.33891 -6.06772 -2.83835 0.12
H 0.98437 -6.37194 -0.43928 0.12
H 0.87433 -4.44151 1.10042 0.12
Se -2.27609 -0.06621 -1.69238 0.75
C -3.99237 0.64191 -1.15512 -0.61
C -4.77903 1.22313 -2.14852 -0.13
C -6.02589 1.72290 -1.81418 -0.05
C -6.47790 1.64926 -0.50217 -0.05
C -5.68954 1.06630 0.47813 -0.05
C -4.44085 0.55544 0.15567 -0.13
H -4.42669 1.27339 -3.17013 0.10
H -6.64952 2.16526 -2.57848 0.12
H -7.45360 2.03976 -0.24727 0.12
H -6.05115 0.99804 1.49490 0.12
H -3.83645 0.07871 0.91471 0.08
```